This record from the Open Molecules 2025 dataset describes a structure of composition C22H35BrO2P2Sr at a distorted geometry. The level of theory is ωB97M-V/def2-TZVPD.

Geometry as XYZ:
```
63
Properties=species:S:1:pos:R:3:mulliken_charge:R:1
P 0.24687 -1.83370 -4.27207 0.851
P 0.18759 1.27982 -4.17636 0.869
C -0.11465 -0.94192 -5.88270 -1.099
C 0.42893 0.49000 -5.86028 -1.150
H -1.20838 -0.94876 -6.01195 0.435
H 0.33444 -1.52355 -6.70119 0.486
H 1.51034 0.50713 -6.06960 0.430
H -0.07826 1.11868 -6.60706 0.482
C -1.43646 2.08320 -4.51624 -1.440
H -1.64862 2.79039 -3.70434 0.361
H -2.22479 1.31987 -4.53577 0.333
H -1.41202 2.61717 -5.47643 0.444
C 1.29345 2.72359 -4.41549 -1.412
H 1.05909 3.26362 -5.34168 0.400
H 2.33090 2.36835 -4.44552 0.367
H 1.17465 3.39410 -3.55583 0.389
C -0.86326 -3.27069 -4.52898 -1.435
H -0.67557 -3.99590 -3.72815 0.400
H -0.69398 -3.74307 -5.50474 0.387
H -1.90216 -2.92630 -4.45779 0.357
C 1.84534 -2.59784 -4.78318 -1.407
H 2.62740 -1.82823 -4.80073 0.334
H 1.75587 -3.06006 -5.77584 0.412
H 2.11624 -3.36062 -4.04243 0.375
Sr -0.43861 -0.38344 2.82573 1.554
C 0.70741 1.20740 0.36870 -0.675
C -0.62157 1.15257 0.16438 -0.667
C -1.35033 0.25286 -0.79561 0.816
C -1.77711 -1.14490 -0.25083 -0.597
C -0.70910 -1.97185 0.41570 -1.111
C 0.62037 -1.83405 0.25050 -0.176
C 1.29445 -1.01509 -0.80822 0.869
C 1.75155 0.39656 -0.34141 -0.627
C 0.27224 -2.51831 4.05371 -1.692
H 1.11094 1.94582 1.07841 0.532
H -1.26566 1.88880 0.67053 0.458
H -0.79708 0.12250 -1.73715 -1.118
H -2.27409 0.77253 -1.10171 0.607
H -2.63176 -1.00136 0.44220 0.347
H -2.20927 -1.71564 -1.09561 0.374
H -1.08591 -2.80131 1.03455 0.419
H 1.31390 -2.39506 0.89685 0.382
H 0.67096 -0.92080 -1.71276 -1.265
H 2.19308 -1.56037 -1.15388 0.591
H 2.61205 0.26457 0.33386 0.466
H 2.14996 0.94077 -1.22024 0.292
H 1.09609 -2.22178 4.72437 0.378
H 0.59538 -3.34105 3.40150 0.335
H -0.58935 -2.83729 4.67078 0.344
Br 1.70716 3.43225 5.93535 -0.157
C 0.49081 2.54158 7.05968 0.026
C 0.57077 2.80730 8.43504 -0.374
C -0.30401 2.19704 9.34535 -0.460
C -1.29236 1.32919 8.86533 -0.527
C -1.39880 1.07698 7.49528 -0.461
C -0.48435 1.62666 6.58666 0.115
C -0.50661 1.07353 5.20064 1.446
O -1.45893 0.24196 4.92279 -1.019
O 0.41598 1.33023 4.34937 -0.992
H 1.33312 3.48868 8.80169 0.368
H -0.21165 2.40443 10.41070 0.364
H -1.97788 0.83640 9.55358 0.352
H -2.17474 0.40637 7.11854 0.313
```

Kohn-Sham gap	6.4	eV
largest force on an atom	2.031	eV/Å
total charge	0
electronic energy	-116931.99136	eV
ΔE to the lowest compared entry with this formula, charge and spin	0.0	kcal per mole